Entry 1:
Entry from the OMol25 dataset: C18H18ClN3O5 in the gas phase at a distorted geometry (ωB97M-V/def2-TZVPD).

The geometry in XYZ format:
```
45
C18H18ClN3O5 (ωB97M-V/def2-TZVPD)
C -2.09 -4.40 0.37
H -1.91 -5.41 0.02
O -2.91 -3.81 -0.61
C -3.28 -2.51 -0.45
C -2.95 -1.72 0.64
C -3.37 -0.39 0.72
C -4.11 0.18 -0.31
C -4.45 -0.64 -1.39
C -4.06 -1.95 -1.47
H -4.33 -2.57 -2.31
H -5.04 -0.19 -2.18
O -4.60 1.46 -0.41
C -4.00 2.54 0.27
C -2.52 2.59 0.10
C -1.66 1.96 -0.75
C -0.38 2.42 -0.35
N -0.50 3.27 0.64
O -1.81 3.38 0.93
C 0.87 2.00 -1.04
O 0.79 1.60 -2.19
N 2.05 2.07 -0.39
C 2.27 2.53 0.96
H 1.37 3.00 1.35
H 2.54 1.69 1.61
H 3.08 3.25 0.97
C 3.22 1.55 -1.06
C 3.75 0.32 -0.40
C 5.03 -0.11 -0.16
C 4.85 -1.36 0.49
N 3.58 -1.62 0.62
O 2.89 -0.59 0.08
C 5.90 -2.28 0.98
H 6.52 -2.61 0.15
H 6.54 -1.78 1.70
H 5.44 -3.15 1.45
H 5.95 0.38 -0.41
H 4.01 2.31 -1.10
H 2.90 1.31 -2.09
H -1.87 1.27 -1.54
H -4.24 2.55 1.34
H -4.45 3.43 -0.19
Cl -2.92 0.45 2.17
H -2.36 -2.11 1.46
H -1.14 -3.87 0.47
H -2.59 -4.44 1.34
```

Orbital gap ... 0.33148 Ha
Structure (SMILES) ... COc1ccc(OCc2cc(C(=O)N(C)Cc3cc(C)no3)no2)c(Cl)c1
F_max ... 1.290 eV/Å
DFT total energy ... -46185.0286 eV
ΔE to the lowest compared entry with this formula, charge and spin ... 98.7 kcal/mol

Atom charges from the Mulliken analysis, given in e for atoms 1 to 2:
1 C -0.79
2 H 0.23

---

Entry 2:
Entry from the OMol25 dataset: 2 unconnected molecules or ions with the total composition C3H6INS at a distorted geometry (ωB97M-V/def2-TZVPD).

The geometry in XYZ format:
```
12
C3H6INS (ωB97M-V/def2-TZVPD)
C -1.37 -0.07 -0.02
C -3.10 1.03 0.17
C 2.66 -0.08 -0.20
N 1.25 -0.37 0.05
S 0.08 0.56 -0.38
I -4.58 -0.32 0.73
H -1.49 -1.06 0.56
H -3.37 1.44 -0.85
H 3.13 -0.99 -0.40
H 2.65 0.51 -1.13
H 3.15 0.44 0.66
H 0.96 -1.09 0.81
```

Orbital gap (spin up / spin down) ... 0.23776 / 0.23767 Ha
F_max ... 5.873 eV/Å
DFT total energy ... -23627.6833 eV
ΔE to the lowest compared entry with this formula, charge and spin ... 112.2 kcal/mol

Atom charges from the Mulliken analysis, given in e for atoms 1 to 2:
1 C -0.26
2 C -0.43

---

Entry 3:
Entry from the OMol25 dataset: a molecular structure, C16H44N2O5Ti at a distorted geometry (ωB97M-V/def2-TZVPD).

The geometry in XYZ format:
```
68
C16H44N2O5Ti (ωB97M-V/def2-TZVPD)
Ti 8.44 11.09 9.94
C 6.30 14.43 10.78
C 5.95 13.55 9.61
C 5.33 14.39 8.44
O 6.37 15.02 7.81
C 5.81 16.08 6.97
N 7.15 12.89 9.07
H 6.83 15.39 10.48
H 6.88 13.88 11.46
H 5.41 14.77 11.32
H 5.24 12.80 9.86
H 4.61 15.02 8.89
H 4.76 13.75 7.73
H 6.61 16.57 6.44
H 5.26 16.79 7.63
H 5.06 15.66 6.30
H 7.88 13.57 8.92
H 6.97 12.49 8.18
C 9.57 6.44 10.61
C 10.19 7.87 10.60
C 10.90 8.09 9.30
O 9.92 8.00 8.27
C 10.11 6.93 7.30
N 9.07 8.87 10.74
H 8.91 6.33 9.77
H 8.88 6.34 11.50
H 10.21 5.55 10.74
H 10.84 8.11 11.49
H 11.68 7.39 9.13
H 11.37 9.08 9.30
H 10.95 7.18 6.63
H 9.11 6.87 6.79
H 10.43 6.06 7.86
H 8.89 8.99 11.70
H 8.25 8.52 10.29
C 6.15 9.81 13.42
C 6.63 11.17 13.03
O 6.55 11.28 11.55
H 6.63 9.10 12.74
H 5.05 9.59 13.35
H 6.41 9.68 14.44
H 7.64 11.36 13.35
H 5.93 11.91 13.42
H 5.76 10.80 11.30
C 9.30 10.40 5.56
C 9.71 11.25 6.75
C 9.18 12.68 6.60
O 9.14 10.60 7.94
H 9.68 9.38 5.55
H 9.62 10.90 4.66
H 8.20 10.28 5.46
H 10.78 11.14 6.84
H 8.16 12.59 6.29
H 9.71 13.13 5.77
H 9.35 13.23 7.49
H 9.31 9.62 7.88
C 11.58 12.89 12.50
C 10.87 11.56 12.38
C 10.80 10.70 13.59
O 9.45 11.74 11.99
H 11.38 13.47 11.57
H 12.57 12.62 12.68
H 11.25 13.55 13.30
H 11.34 10.93 11.59
H 11.82 10.41 13.86
H 10.38 9.69 13.34
H 10.33 11.16 14.49
H 9.28 12.62 12.30
```

Orbital gap (spin up / spin down) ... 0.18887 / 0.37386 Ha
2S+1 ... 4
Charge ... +1
F_max ... 2.459 eV/Å
DFT total energy ... -53630.6660 eV

Atom charges from the Mulliken analysis, given in e for atoms 1 to 2:
1 Ti 0.13
2 C -1.45

---

Entry 4:
Entry from the OMol25 dataset: C7H10 in the gas phase (ωB97M-V/def2-TZVPD).

The geometry in XYZ format:
```
17
C7H10 (ωB97M-V/def2-TZVPD)
C -1.90 -0.39 -0.03
C -1.56 0.93 -0.68
C -0.47 0.05 -0.16
C 0.59 -0.79 -0.90
C 1.43 -0.73 0.38
C 1.81 0.69 0.66
C 0.43 0.21 1.03
H -2.24 -1.20 -0.67
H -2.34 -0.38 0.96
H -1.70 1.02 -1.75
H -1.79 1.84 -0.12
H 0.24 -1.79 -1.18
H 1.06 -0.32 -1.77
H 1.94 -1.58 0.83
H 1.97 1.38 -0.17
H 2.47 0.84 1.51
H 0.09 0.23 2.06
```

Orbital gap ... 0.38303 Ha
Structure (SMILES) ... C1[C@@H]2CC3(CC3)[C@H]12
F_max ... 0.318 eV/Å
DFT total energy ... -7418.6231 eV
ΔE to the lowest compared entry with this formula, charge and spin ... 55.6 kcal/mol

Atom charges from the Mulliken analysis, given in e for atoms 1 to 2:
1 C -0.84
2 C -0.56

---

Entry 5:
Entry from the OMol25 dataset: 6 unconnected molecules or ions with the total composition C34H80F12N4O4P2 at a distorted geometry (ωB97M-V/def2-TZVPD).

The geometry in XYZ format:
```
136
C34H80F12N4O4P2 (ωB97M-V/def2-TZVPD)
C 1.50 4.41 -4.23
C 0.00 4.11 -4.62
C -0.27 2.68 -5.15
C -0.32 1.65 -4.04
N -0.63 0.28 -4.48
C -0.63 -0.66 -3.27
C -1.47 -1.95 -3.76
C -2.34 -1.42 -4.89
C -1.98 0.09 -4.99
C 0.37 -0.23 -5.47
C 1.81 0.02 -5.07
C 2.65 -0.77 -5.98
H 1.54 5.39 -3.77
H 2.23 4.33 -5.06
H 1.84 3.71 -3.46
H -0.31 4.81 -5.42
H -0.54 4.33 -3.69
H 0.43 2.48 -5.97
H -1.27 2.71 -5.58
H -1.00 1.91 -3.23
H 0.65 1.56 -3.56
H 0.39 -0.87 -3.07
H -1.05 -0.22 -2.38
H -0.87 -2.76 -4.11
H -2.13 -2.30 -2.97
H -2.04 -1.87 -5.84
H -3.37 -1.62 -4.74
H -2.00 0.34 -6.06
H -2.65 0.73 -4.41
H 0.19 0.27 -6.42
H 0.10 -1.29 -5.54
H 2.03 -0.34 -4.05
H 2.01 1.10 -5.16
H 3.69 -0.40 -6.02
H 2.37 -0.67 -7.05
H 2.65 -1.83 -5.77
C 5.93 -3.14 4.38
C 4.98 -2.32 3.45
C 4.80 -3.07 2.10
C 4.26 -2.18 1.09
N 4.22 -2.73 -0.36
C 5.59 -3.02 -0.92
C 5.70 -2.27 -2.20
C 4.72 -1.02 -2.02
C 3.58 -1.73 -1.25
C 3.43 -4.08 -0.37
C 2.02 -4.00 0.20
C 1.37 -5.41 -0.04
H 5.48 -4.08 4.65
H 6.01 -2.52 5.26
H 6.91 -3.28 3.91
H 5.39 -1.36 3.14
H 4.02 -2.16 3.94
H 4.16 -3.94 2.22
H 5.79 -3.42 1.81
H 4.94 -1.33 0.93
H 3.24 -1.81 1.34
H 5.68 -4.09 -1.07
H 6.31 -2.64 -0.21
H 5.39 -2.96 -2.98
H 6.65 -1.84 -2.50
H 4.53 -0.56 -3.01
H 5.14 -0.24 -1.37
H 2.87 -2.22 -1.90
H 3.03 -0.94 -0.73
H 4.04 -4.79 0.16
H 3.36 -4.48 -1.41
H 1.48 -3.12 -0.19
H 2.19 -3.80 1.26
H 1.21 -5.63 -1.12
H 0.39 -5.38 0.46
H 1.92 -6.27 0.34
C -2.29 -0.20 6.06
O -2.50 -1.24 5.09
C -1.26 -1.59 4.47
C -1.51 -2.52 3.37
N -2.42 -1.83 2.41
H -3.30 -1.63 2.93
H -1.99 -0.91 2.12
C -2.67 -2.60 1.20
C -3.96 -2.11 0.58
O -4.99 -2.63 1.37
C -6.19 -1.88 1.11
H -3.25 0.27 6.29
H -1.65 0.53 5.59
H -1.79 -0.59 6.98
H -0.57 -2.10 5.17
H -0.73 -0.71 4.09
H -2.10 -3.37 3.72
H -0.61 -2.88 2.86
H -2.72 -3.65 1.49
H -1.82 -2.43 0.56
H -4.01 -2.48 -0.47
H -3.96 -0.99 0.58
H -6.44 -1.87 -0.01
H -6.09 -0.84 1.50
H -6.97 -2.42 1.65
C -0.42 6.08 -0.79
O -0.96 5.13 0.11
C -2.26 4.65 -0.21
C -2.44 3.59 0.88
N -2.64 4.26 2.25
H -3.02 5.19 2.11
H -3.42 3.82 2.73
C -1.47 4.17 3.08
C -1.55 5.04 4.29
O -2.65 4.83 5.12
C -2.52 3.62 5.91
H -0.75 5.83 -1.82
H 0.67 5.94 -0.77
H -0.67 7.14 -0.58
H -2.29 4.14 -1.19
H -2.95 5.48 -0.26
H -1.53 3.05 0.99
H -3.25 2.88 0.69
H -0.68 4.60 2.44
H -1.29 3.15 3.34
H -1.53 6.10 4.03
H -0.67 4.82 4.88
H -3.25 3.69 6.69
H -1.54 3.69 6.40
H -2.64 2.74 5.31
P -4.64 1.28 3.13
F -4.98 2.91 3.02
F -2.98 1.49 3.17
F -4.68 1.41 4.71
F -4.35 -0.31 3.21
F -6.25 1.06 3.04
F -4.48 1.26 1.51
P 0.24 0.01 0.58
F 0.03 1.49 0.06
F 1.03 -0.39 -0.79
F 1.55 0.44 1.39
F 0.41 -1.56 1.14
F -0.62 0.40 1.91
F -1.14 -0.41 -0.14
```

Orbital gap ... 0.35189 Ha
Charge ... +2
F_max ... 2.645 eV/Å
DFT total energy ... -101891.0038 eV

Atom charges from the Mulliken analysis, given in e for atoms 1 to 2:
1 C -1.18
2 C -0.27

---

Entry 6:
Entry from the OMol25 dataset: 4 unconnected molecules or ions with the total composition C4H14O4 at a distorted geometry (ωB97M-V/def2-TZVPD).

The geometry in XYZ format:
```
22
C4H14O4 (ωB97M-V/def2-TZVPD)
C -1.25 -0.16 0.24
C -0.27 0.65 0.87
C -0.46 -1.05 1.47
C -0.72 1.57 1.94
O -1.15 -0.58 -0.95
H -2.22 0.13 0.64
H 0.74 0.80 0.51
H 0.43 -0.99 2.08
H -0.31 -1.93 0.85
H -1.26 -1.37 2.08
H -1.25 2.40 1.47
H 0.10 1.90 2.57
H -1.52 1.13 2.55
H 2.46 -0.87 -0.44
H 3.41 0.33 -0.24
O 2.93 -0.35 0.25
H -1.05 1.00 -1.78
H -0.96 2.02 -2.94
O -0.94 1.95 -1.98
H 1.18 -2.23 -2.04
H 0.28 -1.26 -1.21
O 1.11 -1.84 -1.16
```

Orbital gap ... 0.37645 Ha
F_max ... 3.748 eV/Å
DFT total energy ... -12562.7543 eV
ΔE to the lowest compared entry with this formula, charge and spin ... 52.4 kcal/mol

Atom charges from the Mulliken analysis, given in e for atoms 1 to 2:
1 C 0.11
2 C 0.29

---

Entry 7:
Entry from the OMol25 dataset: 5 unconnected molecules or ions with the total composition C28H26N6O9P at a distorted geometry (ωB97M-V/def2-TZVPD).

The geometry in XYZ format:
```
70
C28H26N6O9P (ωB97M-V/def2-TZVPD)
O 1.93 -3.35 0.13
P 1.79 -2.40 -0.98
C 0.02 -2.05 -1.38
C -0.74 -3.05 -1.98
C -2.05 -2.72 -2.27
C -2.48 -1.44 -1.93
N -1.76 -0.52 -1.34
N -0.51 -0.88 -1.09
H 2.27 -2.94 -2.17
H 2.37 -1.14 -0.75
H -0.33 -4.01 -2.21
H -2.71 -3.43 -2.74
H -3.50 -1.16 -2.15
H 0.06 -0.17 -0.64
C 3.84 -3.12 3.54
C 4.49 -3.42 4.73
C 5.46 -4.41 4.76
C 5.77 -5.08 3.59
C 5.13 -4.80 2.40
C 4.15 -3.81 2.37
N 6.81 -6.12 3.61
O 7.34 -6.35 4.68
O 7.08 -6.67 2.56
H 3.08 -2.35 3.52
H 4.24 -2.88 5.63
H 5.97 -4.65 5.68
H 5.38 -5.34 1.50
H 3.64 -3.59 1.44
C -4.54 4.57 0.46
C -5.71 4.14 1.06
C -6.04 2.80 1.09
C -5.16 1.90 0.50
C -3.99 2.30 -0.11
C -3.68 3.65 -0.12
N -5.50 0.47 0.54
O -6.54 0.14 1.06
O -4.71 -0.33 0.04
H -4.29 5.62 0.45
H -6.38 4.86 1.52
H -6.95 2.46 1.55
H -3.33 1.58 -0.56
H -2.76 3.99 -0.59
C 4.14 -5.29 -7.42
C 2.78 -5.40 -7.15
C 2.19 -4.56 -6.22
C 2.98 -3.61 -5.59
C 4.34 -3.49 -5.85
C 4.91 -4.34 -6.78
N 2.36 -2.70 -4.63
O 1.17 -2.83 -4.38
O 3.06 -1.86 -4.10
H 4.59 -5.95 -8.15
H 2.18 -6.15 -7.65
H 1.14 -4.64 -6.01
H 4.93 -2.74 -5.35
H 5.97 -4.26 -6.99
C -2.16 8.00 5.26
C -1.48 8.00 4.05
C -2.19 7.97 2.86
C -3.57 7.95 2.90
C -4.27 7.94 4.10
C -3.55 7.96 5.29
N -4.33 7.94 1.64
O -3.70 7.92 0.60
O -5.54 7.94 1.71
H -1.61 8.02 6.19
H -0.40 8.03 4.03
H -1.67 7.98 1.91
H -5.35 7.91 4.11
H -4.08 7.96 6.23
```

Orbital gap ... 0.23378 Ha
Charge ... +1
F_max ... 1.327 eV/Å
DFT total energy ... -66096.2180 eV
ΔE to the lowest compared entry with this formula, charge and spin ... 0.0 kcal/mol

Atom charges from the Mulliken analysis, given in e for atoms 1 to 2:
1 O -0.67
2 P 0.49

---

Entry 8:
Entry from the OMol25 dataset: C3H5N3 in the gas phase at a distorted geometry (ωB97M-V/def2-TZVPD).

The geometry in XYZ format:
```
11
C3H5N3 (ωB97M-V/def2-TZVPD)
N 1.33 -1.48 -0.90
C 0.41 -0.46 -0.69
N -0.13 0.28 -1.56
N -1.18 1.82 0.00
C -0.70 1.05 0.92
C -0.15 -0.22 0.62
H 1.40 -2.14 -0.14
H 1.33 -1.89 -1.82
H -1.27 2.78 0.33
H -0.67 1.34 1.98
H -0.36 -1.08 1.26
```

Orbital gap (spin up / spin down) ... 0.28106 / 0.32063 Ha
F_max ... 1.104 eV/Å
DFT total energy ... -7658.3875 eV
ΔE to the lowest compared entry with this formula, charge and spin ... 93.8 kcal/mol

Atom charges from the Mulliken analysis, given in e for atoms 1 to 2:
1 N -0.50
2 C 0.67

---

Entry 9:
Entry from the OMol25 dataset: a molecular structure, C23H38F2N2P2SiW at a distorted geometry (ωB97M-V/def2-TZVPD).

The geometry in XYZ format:
```
69
C23H38F2N2P2SiW (ωB97M-V/def2-TZVPD)
W -0.04 0.08 -0.03
C -2.21 1.09 2.80
P -1.11 1.69 1.45
C -0.23 3.05 2.34
C -2.31 2.70 0.44
C -1.67 3.10 -0.89
P -0.88 1.61 -1.73
C -2.33 0.95 -2.67
C -0.08 2.51 -3.14
H -2.83 1.90 3.21
H -1.58 0.68 3.59
H -2.85 0.30 2.42
H -0.89 3.52 3.07
H 0.11 3.80 1.63
H 0.64 2.64 2.85
H -2.64 3.58 0.99
H -3.18 2.07 0.25
H -0.89 3.85 -0.74
H -2.42 3.53 -1.56
H -2.69 1.68 -3.39
H -3.13 0.68 -1.97
H -2.01 0.04 -3.17
H -0.75 3.28 -3.51
H 0.12 1.79 -3.94
H 0.86 2.97 -2.84
C 2.63 2.20 -0.09
Si 3.05 0.89 1.25
C 4.44 -0.27 0.64
C 3.63 1.97 2.74
N 1.59 0.02 1.52
C 1.43 -0.83 2.56
C 2.38 -1.10 3.58
C 2.09 -1.91 4.65
C 0.86 -2.53 4.80
C -0.09 -2.36 3.80
C 0.22 -1.54 2.73
F -0.72 -1.40 1.71
H 3.50 2.77 -0.36
H 1.88 2.90 0.27
H 2.24 1.71 -0.98
H 5.32 0.29 0.32
H 4.10 -0.86 -0.20
H 4.76 -0.97 1.41
H 4.71 2.13 2.69
H 3.42 1.52 3.70
H 3.16 2.95 2.73
H 3.35 -0.65 3.49
H 2.85 -2.07 5.41
H 0.64 -3.14 5.65
H -1.05 -2.84 3.84
F -1.93 -0.70 -0.38
C 0.78 -3.30 -0.47
C 1.81 -2.94 -1.50
C 2.64 -3.86 -2.09
C 3.63 -3.48 -2.98
C 3.75 -2.14 -3.32
C 2.92 -1.18 -2.78
C 3.01 0.25 -3.22
C 1.94 -1.55 -1.82
N 1.13 -0.71 -1.22
H 0.65 -4.38 -0.41
H -0.18 -2.83 -0.71
H 1.11 -2.93 0.51
H 2.52 -4.91 -1.83
H 4.31 -4.21 -3.40
H 4.50 -1.83 -4.04
H 3.13 0.32 -4.30
H 3.85 0.76 -2.74
H 2.09 0.77 -2.94
```

Orbital gap (spin up / spin down) ... 0.23367 / 0.23365 Ha
F_max ... 4.511 eV/Å
DFT total energy ... -61166.3115 eV
ΔE to the lowest compared entry with this formula, charge and spin ... 24.0 kcal/mol

Atom charges from the Mulliken analysis, given in e for atoms 1 to 2:
1 W 0.61
2 C -1.76

---

Question: What is the F_max in the seventh record?
Answer: 1.327 eV/Å